1.
C4H9NO | ωB97M-V with the def2-TZVPD basis set

Structure (XYZ):
```
15
Properties=species:S:1:pos:R:3:mulliken_charge:R:1
C 1.714 0.007 0.250 -0.900
C 0.490 -0.224 -0.682 -0.708
C -0.917 0.063 -0.100 0.878
N -1.311 1.195 0.356 -0.660
O -0.440 2.192 -0.129 -0.362
C -1.564 -1.212 0.242 -1.041
H 1.562 0.931 0.806 0.263
H 1.953 -0.793 0.972 0.318
H 2.619 0.140 -0.362 0.310
H 0.521 0.509 -1.462 0.416
H 0.594 -1.221 -1.163 0.297
H -0.584 2.952 0.443 0.325
H -2.580 -1.205 0.710 0.316
H -1.538 -1.987 -0.520 0.291
H -0.518 -1.349 0.640 0.258
```

Results
Electronic energy, eV: -7828.4669
Gap between HOMO and LUMO, eV: 10.05
SMILES: CC/C(C)=N\O
Total charge: 0
ΔE to the lowest compared entry with this formula, charge and spin, kcal per mole: 88.9
Largest force on an atom, eV/Å: 3.5

***

2.
C3H6N2 | ωB97M-V with the def2-TZVPD basis set

Structure (XYZ):
```
11
Properties=species:S:1:pos:R:3:mulliken_charge:R:1
C 0.216 0.090 -0.120 -0.128
C -1.105 -0.545 -0.112 0.065
C -2.273 0.148 0.031 -0.736
H 2.373 0.947 0.412 0.252
H 3.281 -0.439 0.291 0.275
H 0.306 1.184 -0.448 0.292
H -1.111 -1.682 -0.130 0.262
H -3.217 -0.363 -0.007 0.250
H -2.270 1.200 0.174 0.268
N 2.520 0.089 -0.139 -0.508
N 1.280 -0.629 0.047 -0.292
```

Results
Electronic energy, eV: -6186.3859
Gap between HOMO and LUMO, eV: 9.50
SMILES: C=C/C=N/N
Total charge: 0
ΔE to the lowest compared entry with this formula, charge and spin, kcal per mole: 49.8
Largest force on an atom, eV/Å: 2.7

***

3.
C5H8N | ωB97M-V with the def2-TZVPD basis set

Structure (XYZ):
```
14
Properties=species:S:1:pos:R:3:mulliken_charge:R:1
C -0.260 -0.296 1.567 -0.521
C 0.811 -0.972 -1.028 -0.486
C -1.078 -0.684 0.320 0.032
C 0.353 -0.869 0.335 0.063
C -0.321 0.061 -0.825 -0.166
N 0.120 1.422 -0.529 -0.279
H -0.288 0.770 1.933 0.237
H -0.460 -1.116 2.339 0.259
H 1.743 -0.611 -1.418 0.239
H 0.591 -1.881 -1.629 0.242
H -1.925 -1.341 0.335 0.344
H -0.665 2.139 -0.325 0.371
H 0.519 1.983 -1.208 0.326
H 0.862 1.393 0.134 0.340
```

Results
Electronic energy, eV: -6792.2030
Gap between HOMO and LUMO, eV: 10.05
SMILES: [NH3+][C@]12C[C@]13C[C@H]32
Total charge: +1
ΔE to the lowest compared entry with this formula, charge and spin, kcal per mole: 135.7
Largest force on an atom, eV/Å: 3.5

***

4.
C3H5BrO | ωB97M-V with the def2-TZVPD basis set

Structure (XYZ):
```
10
Properties=species:S:1:pos:R:3:mulliken_charge:R:1
C -0.484 0.126 -0.258 -0.083
C -2.354 0.897 0.729 -0.106
C 0.973 0.131 -0.099 -0.937
O -1.155 1.078 0.414 -0.091
Br -3.252 2.585 1.083 -0.180
H -1.091 -0.791 -0.334 0.188
H -2.805 -0.132 0.586 0.309
H 1.478 0.818 -0.677 0.304
H 1.472 -0.779 -0.313 0.342
H 1.313 0.652 0.910 0.254
```

Results
Electronic energy, eV: -75277.6600
Gap between HOMO and LUMO (alpha / beta), eV: 7.77 / 8.42
Total charge: 0
ΔE to the lowest compared entry with this formula, charge and spin, kcal per mole: 83.5
Largest force on an atom, eV/Å: 4.1

***

5.
C4H10O | ωB97M-V with the def2-TZVPD basis set

Structure (XYZ):
```
15
Properties=species:S:1:pos:R:3:mulliken_charge:R:1
C -3.480 1.800 -0.811 -0.802
C -2.774 2.864 -1.657 -0.789
H -3.246 0.783 -1.151 0.268
H -3.103 1.814 0.212 0.262
H -4.567 1.920 -0.841 0.272
H -2.922 2.739 -2.734 0.268
H -1.699 2.815 -1.494 0.265
H -3.163 3.849 -1.404 0.256
O 1.298 -1.429 1.506 -0.458
C 2.469 -1.669 1.346 0.138
C 3.049 -2.067 0.037 -0.829
H 3.135 -1.618 2.222 0.329
H 2.375 -1.838 -0.785 0.278
H 4.033 -1.657 -0.154 0.296
H 3.150 -3.147 0.075 0.247
```

Results
Electronic energy, eV: -6357.0408
Gap between HOMO and LUMO, eV: 10.98
SMILES: CC=O.CC
Total charge: 0
ΔE to the lowest compared entry with this formula, charge and spin, kcal per mole: 17.6
Largest force on an atom, eV/Å: 0.7

***

6.
C22H42Cl2N3S | ωB97M-V with the def2-TZVPD basis set

Structure (XYZ):
```
70
Properties=species:S:1:pos:R:3:mulliken_charge:R:1
C 0.352 2.701 -2.136 -0.713
C -1.003 2.372 -2.741 -0.647
C -1.966 1.561 -1.806 -0.605
C -1.962 0.077 -2.199 -0.873
C -0.501 -0.403 -2.057 0.682
C -0.339 -1.917 -2.031 -0.798
C 1.115 -2.404 -1.908 -1.321
C 2.053 -1.587 -0.982 0.657
C 3.190 -0.828 -1.678 -0.421
C 4.507 -0.941 -0.879 -1.292
C 4.553 -0.426 0.581 -0.021
C 4.827 1.082 0.779 -1.018
C 3.513 1.857 0.950 0.370
S 3.001 1.594 2.696 -0.020
C 1.198 1.293 2.805 0.815
Cl 0.494 2.848 3.301 -0.079
C 0.899 0.147 3.841 0.073
C 0.578 -1.174 3.128 -0.977
Cl -0.526 0.546 4.861 -0.197
H 0.873 3.429 -2.747 0.450
H 0.977 1.815 -2.065 -0.170
H 0.242 3.102 -1.143 0.290
H -1.500 3.318 -2.925 0.394
H -0.880 1.838 -3.674 0.365
H -1.527 1.606 -0.813 0.342
H -2.947 2.014 -1.839 0.284
H -2.529 -0.452 -1.436 0.259
H -2.364 -0.086 -3.190 0.440
H 0.060 -0.022 -2.906 0.205
H -0.144 0.077 -1.151 -0.446
H -0.698 -2.266 -2.994 0.307
H -1.014 -2.357 -1.306 0.428
H 1.082 -3.398 -1.482 0.246
H 1.563 -2.481 -2.891 0.438
H 1.541 -0.891 -0.328 -0.859
H 2.534 -2.315 -0.334 0.767
H 2.942 0.226 -1.799 0.087
H 3.358 -1.229 -2.668 0.459
H 5.273 -0.406 -1.432 0.428
H 4.755 -1.992 -0.815 0.420
H 5.357 -0.977 1.057 0.375
H 3.649 -0.654 1.142 -0.013
H 5.393 1.429 -0.075 0.500
H 5.415 1.237 1.679 0.299
H 2.735 1.550 0.269 -0.425
H 3.664 2.914 0.775 0.516
H 3.633 0.476 3.130 0.208
H 0.796 1.053 1.832 -0.450
H 1.715 0.042 4.542 0.318
H -0.490 -1.329 3.137 0.464
H 0.919 -1.157 2.102 0.025
H 1.035 -1.980 3.682 0.334
C -5.348 -1.940 -2.773 -0.647
C -4.249 -2.867 -2.557 0.419
N -3.369 -3.579 -2.397 -0.436
H -5.166 -1.310 -3.641 0.093
H -6.283 -2.472 -2.940 0.365
H -5.488 -1.287 -1.912 0.233
C -0.799 -1.256 8.045 -0.451
C -1.932 -1.674 8.856 0.233
N -2.825 -2.002 9.491 -0.320
H -0.126 -0.614 8.610 0.291
H -0.224 -2.115 7.701 0.263
H -1.129 -0.703 7.167 0.017
C -5.596 2.551 -3.296 -0.919
C -5.034 1.531 -4.168 0.541
N -4.589 0.732 -4.857 -0.488
H -5.847 2.137 -2.320 0.285
H -4.891 3.366 -3.142 0.275
H -6.504 2.972 -3.723 0.346
```

Results
Electronic energy, eV: -63836.6858
Gap between HOMO and LUMO, eV: 9.48
Total charge: +1
Largest force on an atom, eV/Å: 1.8

***

7.
C3H4N3S | ωB97M-V with the def2-TZVPD basis set

Structure (XYZ):
```
11
Properties=species:S:1:pos:R:3:mulliken_charge:R:1
C 1.212 -0.914 0.672 -0.374
C -1.087 -0.417 -0.094 0.186
C 1.583 1.026 0.103 0.502
N -0.023 -0.873 0.264 -0.101
N 0.906 1.899 0.491 -0.158
N -2.085 -0.521 -0.849 -0.310
S 2.457 -0.200 -0.524 -0.054
H 1.744 -1.457 1.378 0.544
H 0.525 2.703 0.721 0.234
H -2.287 -1.284 -1.475 0.252
H -2.943 0.037 -0.687 0.279
```

Results
Electronic energy, eV: -18470.2340
Gap between HOMO and LUMO, eV: 8.71
Total charge: +1
ΔE to the lowest compared entry with this formula, charge and spin, kcal per mole: 42.0
Largest force on an atom, eV/Å: 6.2

***

8.
C7H14N2O3S | ωB97M-V with the def2-TZVPD basis set

Structure (XYZ):
```
27
Properties=species:S:1:pos:R:3:mulliken_charge:R:1
O 1.221 -0.063 3.026 -0.556
O -1.682 0.351 -3.260 -0.626
N 1.290 0.629 0.318 -0.267
O 2.157 1.197 1.345 -0.288
C 2.088 0.659 2.628 0.611
C 0.015 0.943 0.219 -0.616
N 3.089 1.026 3.506 -0.251
S -0.368 0.457 -2.559 0.483
C 3.685 0.310 4.769 -0.858
C -0.026 2.330 -2.667 -0.860
C -2.249 0.189 -0.413 -1.594
C -0.291 -1.378 -0.547 -1.854
C -0.748 0.091 -0.763 1.622
H -0.495 1.689 0.802 0.425
H 3.681 1.720 3.053 0.219
H 3.329 0.959 5.528 0.342
H 3.071 -0.522 4.968 0.350
H 4.754 0.007 4.841 0.275
H 0.788 2.666 -1.977 0.279
H -0.953 2.836 -2.442 0.310
H 0.393 2.659 -3.664 0.336
H -2.420 -0.173 0.630 0.413
H -2.876 -0.370 -1.066 0.412
H -2.544 1.309 -0.414 0.345
H -0.907 -1.960 -1.181 0.577
H -0.409 -1.622 0.489 0.417
H 0.696 -1.652 -0.882 0.353
```

Results
Electronic energy, eV: -27440.0794
Gap between HOMO and LUMO, eV: 9.51
Total charge: 0
ΔE to the lowest compared entry with this formula, charge and spin, kcal per mole: 106.4
Largest force on an atom, eV/Å: 3.8